one.
# C36H54O27

9 unconnected molecules or ions with the total composition C36H54O27 (ωB97M-V/def2-TZVPD, the OMol25 dataset).

Each line ends with the Löwdin charge.
Geometry (Å):
O 7.36 3.93 9.37  0.120
O 3.67 4.27 17.64  0.116
O -2.20 10.14 19.29  0.025
O 5.27 3.48 10.09  0.112
O 9.29 2.62 24.81  0.110
O 9.94 1.11 23.29  0.121
O 7.72 -0.79 17.15  0.098
O 5.36 5.38 18.39  0.059
O 3.64 9.27 19.43  0.051
O 4.95 10.30 20.88  0.069
O 4.18 11.42 19.01  0.115
O 8.54 2.50 22.52  0.003
O 3.28 6.39 18.34  0.105
O 7.93 0.53 12.83  0.084
O 4.55 3.49 21.39  0.073
O 6.76 0.69 14.71  0.026
O 6.53 4.87 11.23  0.104
O 6.93 -0.27 19.07  0.111
O 3.61 4.96 22.67  0.093
O 7.20 11.95 19.11  0.104
O 7.54 11.42 16.91  0.098
O 7.60 1.37 17.71  0.142
O -0.74 10.80 17.70  0.101
O -2.43 12.18 18.16  0.161
O 8.04 2.45 14.08  0.156
O 7.55 9.86 18.45  0.110
O 2.35 3.77 21.23  0.173
C 6.62 8.15 17.01  -0.004
C 4.43 3.96 11.13  -0.311
C 7.05 -0.55 12.74  -0.337
C 7.41 0.20 17.96  -0.584
C 5.91 4.11 18.14  -0.104
C -1.87 11.14 18.31  -0.503
C 5.65 4.02 22.13  -0.105
C 9.93 0.78 21.91  -0.045
C 8.96 1.82 21.37  -0.335
C 4.79 9.12 22.90  -0.015
C 3.40 4.04 21.73  -0.604
C 4.94 2.86 16.22  -0.019
C 3.65 8.51 20.60  -0.090
C 7.62 1.34 13.89  -0.506
C 7.79 -1.80 12.32  -0.016
C 7.09 -1.61 19.20  -0.118
C 7.45 11.13 18.20  -0.571
C 4.05 5.43 18.13  -0.512
C -0.49 9.40 17.85  -0.296
C 4.73 3.33 17.64  -0.307
C 7.35 -2.03 17.77  -0.300
C 3.74 2.78 11.80  -0.020
C 9.33 2.12 23.67  -0.503
C 5.40 4.73 12.02  -0.108
C 4.24 10.40 19.72  -0.528
C 9.43 2.94 20.44  -0.004
C 6.42 4.14 10.14  -0.560
C 7.77 9.16 17.25  -0.301
C 8.44 -3.06 17.55  -0.015
C 4.92 9.01 21.40  -0.304
C 0.96 9.08 18.21  -0.028
C 5.02 4.99 23.06  -0.300
C -1.47 8.96 19.02  -0.107
C 7.89 10.25 16.23  -0.107
C 6.26 -0.50 14.10  -0.064
C 5.21 4.61 24.55  0.004
H 6.18 -2.14 19.51  0.144
H 4.69 5.36 25.14  0.085
H 6.47 -1.40 14.67  0.115
H 6.72 3.97 17.42  0.136
H 6.26 4.45 24.76  0.091
H 9.59 -0.24 21.73  0.134
H 4.41 2.00 12.17  0.074
H 8.45 -1.51 11.50  0.093
H 6.33 4.56 21.47  0.134
H 7.79 -2.06 19.91  0.138
H 5.46 9.83 23.39  0.088
H 6.49 7.38 17.76  0.067
H 8.63 8.51 17.39  0.151
H 10.90 0.92 21.43  0.139
H 7.12 10.21 15.46  0.144
H 5.19 -0.48 13.91  0.130
H 8.00 -4.05 17.68  0.094
H 6.71 7.75 16.00  0.086
H -2.10 8.13 18.73  0.126
H 5.72 2.10 16.28  0.056
H 4.92 8.27 23.58  0.069
H 1.21 9.67 19.09  0.083
H 8.69 3.61 20.02  0.073
H -0.81 8.68 19.84  0.118
H 8.77 -3.08 16.51  0.085
H 5.66 8.67 16.96  0.092
H 6.31 -0.32 11.97  0.143
H 6.29 3.71 19.08  0.111
H 7.08 -2.52 11.91  0.089
H 3.67 4.69 10.83  0.152
H -0.71 8.85 16.94  0.143
H 5.77 4.16 12.87  0.129
H 8.11 1.26 20.98  0.138
H 9.33 -2.86 18.14  0.093
H 1.11 8.02 18.43  0.088
H 8.40 -2.24 13.10  0.084
H 1.59 9.48 17.42  0.095
H 3.76 7.44 20.48  0.115
H 4.63 2.45 18.28  0.159
H 2.73 8.80 21.12  0.140
H 4.68 3.67 24.73  0.092
H 4.02 2.42 15.82  0.089
H 10.00 2.42 19.66  0.086
H 5.45 5.96 22.82  0.136
H 3.00 2.85 12.60  0.086
H 3.84 9.58 23.17  0.090
H 3.09 2.32 11.07  0.084
H 5.21 3.59 15.45  0.090
H 6.11 3.23 22.72  0.126
H 6.50 -2.38 17.19  0.151
H 5.82 8.57 20.99  0.154
H 4.79 5.61 12.22  0.141
H 8.92 10.37 15.89  0.142
H 10.06 3.66 20.95  0.094

The value obtained for the gap between HOMO and LUMO is 0.3475 Eh. Its spin multiplicity is 1. As for the SMILES: C[C@H]1COC(=O)O1.C[C@H]1COC(=O)O1.C[C@H]1COC(=O)O1.C[C@H]1COC(=O)O1.C[C@H]1COC(=O)O1.C[C@H]1COC(=O)O1.C[C@H]1COC(=O)O1.C[C@H]1COC(=O)O1.C[C@H]1COC(=O)O1.

two.
# C36H54O27

9 unconnected molecules or ions with the total composition C36H54O27 (ωB97M-V/def2-TZVPD, the OMol25 dataset).

Each line ends with the Löwdin charge.
Geometry (Å):
O -1.12 -7.17 10.76  0.197
O 8.94 -0.38 -6.84  0.075
O 4.04 4.79 -0.82  0.089
O 4.44 2.60 -0.68  0.128
O 4.25 2.95 -9.89  0.072
O -0.77 -8.56 -1.07  0.087
O -0.48 -1.43 1.23  0.053
O -7.22 4.41 2.46  0.070
O -4.80 0.79 8.12  0.072
O -1.85 -6.92 8.68  0.114
O -0.80 8.10 0.34  0.105
O 2.58 1.49 -9.95  0.036
O 9.87 0.29 -8.79  0.151
O 8.97 -1.78 -8.56  0.084
O -6.20 1.70 9.65  0.108
O 0.28 -7.44 9.02  0.053
O -0.93 10.12 -0.55  0.071
O 4.25 1.30 -11.49  0.161
O -4.11 0.83 10.23  0.081
O 3.93 3.61 -2.68  0.092
O -7.55 3.88 0.31  0.057
O -7.16 6.12 0.92  0.114
O 0.02 -9.47 0.89  0.146
O -0.39 -0.40 -0.70  0.083
O -0.96 0.83 1.20  0.122
O -0.98 -10.65 -0.72  0.088
O -1.04 9.81 1.72  0.104
C -7.42 2.62 0.92  -0.099
C -1.52 -10.49 -2.02  -0.099
C 4.13 3.57 -1.36  -0.559
C 3.07 4.76 -9.02  -0.026
C -0.96 -7.16 9.60  -0.581
C -7.31 2.99 2.40  -0.328
C -0.96 9.36 0.47  -0.576
C 2.22 2.26 -8.83  -0.100
C -1.01 8.72 2.62  -0.315
C -7.31 4.92 1.18  -0.455
C -5.12 1.18 9.35  -0.504
C -2.16 8.73 3.61  -0.018
C 8.29 -2.49 -7.53  -0.086
C 0.16 -7.32 7.59  -0.092
C -8.49 2.49 3.27  -0.019
C -0.11 -2.46 0.33  -0.105
C -1.46 -8.99 -2.22  -0.328
C -0.06 -1.75 -1.01  -0.349
C 1.28 -1.75 -1.63  -0.034
C 9.29 -0.55 -8.14  -0.548
C -1.06 7.55 1.64  -0.070
C -0.66 -0.21 0.61  -0.480
C 7.37 -1.34 -5.43  -0.026
C -3.29 -1.44 9.97  -0.046
C 1.87 4.70 -3.32  -0.029
C -3.17 0.01 9.54  -0.310
C 3.79 1.83 -10.52  -0.498
C 3.39 3.28 -8.79  -0.300
C 3.37 4.86 -3.08  -0.287
C 3.82 5.71 -1.86  -0.108
C -3.59 0.00 8.06  -0.075
C -0.47 -9.55 -0.22  -0.556
C -0.67 -8.60 -3.47  -0.016
C 8.56 -1.63 -6.30  -0.341
C -1.32 -7.14 7.42  -0.351
C -1.76 -6.01 6.48  -0.010
H 0.72 -6.44 7.25  0.129
H 2.61 4.95 -9.98  0.093
H -0.95 -11.04 -2.76  0.127
H -2.46 -11.03 -2.12  0.136
H 2.02 -1.39 -0.91  0.101
H -6.40 2.55 2.81  0.144
H -2.48 -8.60 -2.27  0.152
H 6.58 -0.84 -5.99  0.093
H 1.52 -2.79 -1.84  0.096
H 1.72 3.76 -3.86  0.083
H 6.95 -2.26 -5.03  0.087
H -0.02 8.70 3.08  0.154
H -3.09 9.00 3.10  0.096
H -3.18 -1.64 11.04  0.085
H 2.17 1.64 -7.94  0.126
H -2.01 7.02 1.56  0.140
H -2.17 9.50 4.38  0.083
H 1.29 5.44 -3.87  0.085
H -0.76 -3.33 0.35  0.134
H -3.85 -0.99 7.67  0.125
H -1.02 -5.21 6.55  0.076
H -2.83 0.40 7.40  0.131
H 7.23 -2.64 -7.73  0.130
H -8.88 1.50 3.03  0.080
H -1.56 -6.38 5.48  0.085
H 4.06 5.23 -9.07  0.083
H -6.44 2.20 0.69  0.131
H 9.43 -2.02 -5.77  0.157
H 0.24 -9.19 -3.42  0.089
H -2.75 -5.56 6.54  0.088
H 0.54 -8.21 7.10  0.137
H -2.23 7.79 4.14  0.091
H 1.31 -1.10 -2.51  0.096
H 3.85 3.18 -7.80  0.142
H -8.21 2.49 4.32  0.081
H -9.31 3.20 3.15  0.089
H 3.75 5.36 -3.97  0.149
H 1.25 2.75 -8.98  0.130
H -8.22 1.91 0.68  0.135
H 1.27 4.59 -2.42  0.088
H -1.08 -8.84 -4.46  0.088
H 4.74 6.22 -2.14  0.132
H -0.75 -2.26 -1.69  0.152
H 2.60 5.27 -8.17  0.081
H -4.24 -1.91 9.71  0.093
H 3.06 6.48 -1.77  0.137
H 8.62 -3.52 -7.38  0.133
H -2.47 -2.04 9.57  0.088
H 0.89 -2.80 0.59  0.130
H -1.76 -8.07 7.06  0.154
H -0.24 6.84 1.82  0.136
H 7.68 -0.70 -4.60  0.090
H -0.53 -7.52 -3.39  0.085
H -2.12 0.27 9.67  0.151

The value obtained for the gap between HOMO and LUMO is 0.3713 Eh. Its spin multiplicity is 1. As for the SMILES: C[C@H]1COC(=O)O1.C[C@H]1COC(=O)O1.C[C@H]1COC(=O)O1.C[C@H]1COC(=O)O1.C[C@H]1COC(=O)O1.C[C@H]1COC(=O)O1.C[C@H]1COC(=O)O1.C[C@H]1COC(=O)O1.C[C@H]1COC(=O)O1.

Computed energies relative to the best structure, in kcal/mol: one 11.1; two 0.0

one.
# C3H2CsFLiO4

A molecular structure, C3H2CsFLiO4 (ωB97M-V/def2-TZVPD, the OMol25 dataset).

Each line ends with the Löwdin charge.
Geometry (Å):
Cs -1.70 3.09 1.31  0.982
F -0.22 -2.64 0.20  0.027
O -2.09 0.24 0.35  -0.322
O 2.04 0.95 -1.48  -0.042
O 0.84 1.32 0.24  -0.290
O 0.93 -0.82 -0.68  0.058
C -0.21 -1.31 0.24  -0.299
C 1.43 0.42 -0.57  -0.790
C -1.62 -0.82 -0.11  -0.343
Li 2.71 2.03 0.09  0.800
H 0.05 -1.02 1.25  0.135
H -2.17 -1.44 -0.82  0.083

The value obtained for the gap between HOMO and LUMO (spin up / spin down) is 0.0966 / 0.2228 Eh. Its spin multiplicity is 2. Its expectation value of S² is 0.7531.

two.
# C3H2CsFLiO4

A molecular structure, C3H2CsFLiO4 (ωB97M-V/def2-TZVPD, the OMol25 dataset).

Each line ends with the Löwdin charge.
Geometry (Å):
Cs -5.16 0.11 1.34  0.948
F 1.96 1.68 0.56  0.020
O 1.73 -1.61 -0.39  -0.258
O -2.19 0.68 -1.22  -0.033
O -0.27 1.23 -0.25  0.009
O -1.40 -0.76 0.16  -0.259
C -1.37 0.49 -0.33  -0.830
C 1.15 0.63 0.34  -0.248
C 1.92 -0.38 -0.49  -0.335
Li 0.08 -2.35 0.14  0.766
H 0.89 0.23 1.32  0.126
H 2.66 0.04 -1.18  0.093

The value obtained for the gap between HOMO and LUMO (spin up / spin down) is 0.0988 / 0.2117 Eh. Its spin multiplicity is 2. Its expectation value of S² is 0.7533.

Computed energies relative to the best structure, in kcal/mol: one 0.0; two 6.6

one.
# C13H40N2O7

7 unconnected molecules or ions with the total composition C13H40N2O7 (ωB97M-V/def2-TZVPD, the OMol25 dataset).

Each line ends with the Löwdin charge.
Geometry (Å):
O -19.04 -5.82 -2.22  -0.083
O -15.21 -7.16 5.25  -0.131
O -18.38 -11.42 2.03  -0.113
O -16.70 -10.02 3.48  0.014
O -18.99 -6.15 7.37  -0.090
O -15.98 -6.74 7.90  -0.086
O -12.36 -7.87 -0.51  -0.083
N -15.35 -10.01 5.28  0.180
N -15.95 -11.98 4.25  0.146
C -16.48 -6.55 4.89  -0.296
C -15.70 -7.45 9.06  -0.346
C -18.08 -11.39 0.64  -0.305
C -19.25 -6.48 0.24  -0.077
C -18.37 -6.10 -0.99  -0.305
C -19.44 -5.17 8.32  -0.311
C -16.08 -10.60 4.36  -0.654
C -14.27 -7.65 9.34  -0.095
C -17.55 -10.10 0.02  -0.076
C -13.72 -8.21 -0.36  -0.342
C -16.71 -6.69 3.42  -0.090
C -18.27 -4.39 8.81  -0.090
C -14.02 -8.35 1.07  -0.087
H -14.02 -9.21 -0.77  0.124
H -14.22 -7.43 -0.87  0.095
H -16.15 -6.96 9.95  0.120
H -15.73 -12.57 5.01  0.065
H -19.82 -5.27 -2.04  0.083
H -12.03 -7.99 -1.43  0.104
H -18.96 -11.70 0.12  0.100
H -15.80 -6.44 2.81  0.085
H -18.57 -6.65 1.00  0.011
H -18.65 -3.80 9.65  0.085
H -16.94 -6.72 7.66  0.071
H -15.05 -8.65 1.21  0.052
H -17.81 -5.24 -0.69  0.088
H -18.22 -9.27 0.17  0.043
H -17.58 -6.79 -1.20  0.093
H -19.76 -6.62 7.04  0.095
H -13.86 -8.44 8.70  0.085
H -19.91 -5.60 0.50  0.088
H -17.50 -6.03 3.05  0.056
H -16.05 -8.45 9.04  0.103
H -14.04 -7.92 10.37  0.080
H -14.98 -6.89 6.18  0.085
H -19.89 -7.40 0.06  0.094
H -13.43 -8.98 1.69  0.078
H -17.03 -7.78 3.18  0.091
H -17.19 -7.12 5.36  0.065
H -17.80 -10.80 2.56  0.015
H -20.27 -4.55 7.99  0.110
H -14.47 -10.46 5.54  0.126
H -15.37 -8.98 5.41  0.083
H -16.66 -9.79 0.57  0.040
H -16.57 -5.49 5.16  0.124
H -16.82 -12.43 3.85  0.123
H -17.52 -5.11 9.16  0.058
H -17.81 -3.72 8.07  0.087
H -19.81 -5.70 9.24  0.120
H -13.98 -7.40 1.52  0.052
H -17.25 -10.06 -1.04  0.086
H -17.25 -12.04 0.50  0.090
H -13.64 -6.80 9.26  0.065

The value obtained for the gap between HOMO and LUMO is 0.3537 Eh. Its spin multiplicity is 1. As for the SMILES: NC(N)=O.CCO.CCO.CCO.CCO.CCO.CCO.

two.
# C13H40N2O7

7 unconnected molecules or ions with the total composition C13H40N2O7 (ωB97M-V/def2-TZVPD, the OMol25 dataset).

Each line ends with the Löwdin charge.
Geometry (Å):
O 23.03 -20.58 12.90  -0.036
O 26.49 -20.71 13.01  -0.107
O 24.55 -22.74 12.34  -0.162
O 25.14 -25.42 10.20  -0.153
O 21.91 -24.46 15.18  -0.112
O 21.38 -26.41 13.26  0.012
O 23.97 -18.68 16.38  0.044
N 24.83 -23.10 9.71  0.154
N 25.22 -24.39 8.05  0.137
C 22.46 -20.26 11.82  -0.586
C 21.75 -21.44 11.44  -0.056
C 25.50 -20.34 16.70  -0.009
C 21.76 -23.12 14.78  -0.158
C 23.54 -19.97 10.66  0.003
C 21.93 -27.49 11.22  -0.039
C 27.75 -20.61 12.45  -0.154
C 25.00 -23.52 13.45  -0.075
C 22.18 -26.44 12.26  -0.616
C 22.04 -25.10 11.62  -0.052
C 25.04 -24.32 9.32  -0.628
C 22.95 -20.62 16.73  -0.045
C 24.04 -19.76 16.97  -0.687
H 22.36 -22.31 11.46  0.049
H 21.15 -22.97 13.83  0.096
H 21.56 -25.70 13.87  0.046
H 28.41 -21.28 13.00  0.090
H 21.86 -28.50 11.65  0.079
H 26.28 -19.60 16.62  0.073
H 25.83 -21.11 17.42  0.084
H 21.85 -19.42 12.14  0.153
H 20.97 -21.61 12.18  0.092
H 24.01 -19.01 10.82  0.067
H 22.75 -27.50 10.48  0.088
H 25.26 -23.58 7.37  0.146
H 21.27 -24.92 10.96  0.068
H 22.07 -20.10 16.97  0.088
H 23.24 -19.76 13.40  0.157
H 21.68 -24.54 16.14  0.128
H 22.67 -22.69 14.44  0.028
H 23.83 -22.24 12.73  0.030
H 25.86 -24.10 13.34  0.083
H 24.25 -24.25 13.77  0.076
H 24.47 -22.38 9.10  0.107
H 25.00 -22.89 14.31  0.074
H 22.98 -24.88 11.11  0.064
H 24.39 -20.63 10.66  0.043
H 22.95 -20.11 9.74  0.076
H 22.91 -21.52 17.32  0.102
H 24.18 -19.42 18.00  0.143
H 27.76 -20.72 11.45  0.042
H 25.25 -25.27 7.54  0.119
H 22.99 -20.88 15.70  0.053
H 21.01 -27.26 10.63  0.089
H 26.11 -21.55 12.78  0.019
H 21.23 -22.58 15.56  0.090
H 22.03 -24.38 12.37  0.026
H 23.96 -17.96 16.99  0.119
H 28.14 -19.64 12.68  0.075
H 21.35 -21.29 10.42  0.106
H 23.21 -26.44 12.61  0.143
H 25.47 -20.69 15.68  0.044
H 24.63 -23.02 10.74  0.071

The value obtained for the gap between HOMO and LUMO is 0.3291 Eh. Its spin multiplicity is 1. As for the SMILES: NC(N)=O.CC(C)O.CC(C)O.CC(C)O.CO.CO.CO.

Computed energies relative to the best structure, in kcal/mol: one 0.0; two 99.4